Entry 1:
{"formula": "C4H7NO2", "method": "wB97M-V/def2-TZVPD", "e_homo_ha": -0.3787, "homo_lumo_gap_ev": 11.1, "smiles": "C[C@H]1CNC(=O)O1", "relative_energy_kj_mol": 122.7, "e_tot_ev": -9846.00836, "largest_force_ev_per_a": 3.33, "species": ["C", "C", "C", "N", "C", "O", "O", "H", "H", "H", "H", "H", "H", "H"], "coordinates": [[-0.65560, 1.40443, -0.67086], [-0.17766, -0.03860, -0.86676], [1.20202, -0.25073, 0.04665], [0.65552, -0.66628, 1.32629], [-0.83250, -1.20691, 1.05684], [-1.66651, -1.63749, 1.80275], [-1.11806, -0.95109, -0.34757], [-0.63286, 1.60591, 0.40676], [-1.67207, 1.62307, -1.02340], [0.03519, 2.09495, -1.16678], [0.14932, -0.28855, -1.88062], [1.63334, 0.75647, 0.00886], [1.90761, -0.98581, -0.39384], [1.17226, -1.45937, 1.70168]], "mulliken_charge": [-1.19, 0.19, -0.55, -0.38, 0.48, -0.47, -0.37, 0.31, 0.34, 0.35, 0.38, 0.29, 0.33, 0.31]}

=====

Entry 2:
{"formula": "C36H49N5P2SiSr", "method": "wB97M-V/def2-TZVPD", "e_homo_ha": -0.2265, "homo_lumo_gap_ev": 5.1, "e_tot_ev": -72859.35666, "largest_force_ev_per_a": 13.27, "species": ["Sr", "C", "C", "C", "C", "C", "C", "C", "C", "C", "H", "H", "H", "H", "H", "H", "H", "H", "H", "H", "H", "H", "H", "H", "H", "P", "P", "N", "N", "N", "N", "C", "C", "C", "C", "C", "C", "C", "C", "C", "C", "C", "C", "C", "C", "C", "C", "C", "C", "H", "H", "H", "H", "H", "H", "H", "H", "H", "H", "H", "H", "H", "H", "H", "H", "H", "H", "H", "H", "C", "Si", "C", "C", "N", "C", "C", "C", "C", "C", "C", "H", "H", "H", "H", "H", "H", "H", "H", "H", "H", "H", "H", "H", "H"], "coordinates": [[0.00000, 0.00000, 0.00000], [-2.11550, 1.92380, -8.52140], [-2.18600, 0.71030, -7.96150], [-1.36330, -0.52600, -8.21400], [-0.01340, -0.34310, -8.94230], [0.93610, 0.57240, -8.20750], [1.00650, 1.90850, -8.23980], [0.18410, 2.90680, -9.01170], [-1.16610, 2.42190, -9.58440], [1.41980, 0.56190, 1.45600], [-2.81510, 2.67150, -8.14710], [-2.95340, 0.57370, -7.19850], [-1.97240, -1.25320, -8.77370], [-1.17010, -0.99870, -7.24070], [0.45240, -1.33220, -9.02440], [-0.18340, -0.00500, -9.96600], [1.63560, 0.06610, -7.54200], [1.77360, 2.36740, -7.61470], [0.79310, 3.31220, -9.83500], [-0.00870, 3.76050, -8.34680], [-1.63200, 3.27390, -10.09360], [-0.99660, 1.66740, -10.35470], [1.03370, 1.35740, 2.11940], [2.35980, 0.91670, 0.98540], [1.65590, -0.33270, 2.06980], [1.61670, -0.47140, -1.57740], [-1.46610, -0.68800, -1.64510], [2.64100, 0.82610, -2.10340], [2.84610, -1.68290, -1.28550], [-2.09730, 0.57820, -2.65720], [-2.86110, -1.65620, -1.27590], [0.82620, -1.07250, -3.16400], [-0.53260, -1.73120, -2.87120], [2.42830, 2.15880, -1.73320], [3.28600, 2.94610, -2.47330], [4.04650, 2.07870, -3.32670], [3.63090, 0.78340, -3.09100], [3.67690, -1.67450, -0.16370], [4.28540, -2.91130, -0.07050], [3.79580, -3.71830, -1.14860], [2.90540, -2.94880, -1.87280], [-2.34470, 1.86280, -2.16020], [-2.84760, 2.63370, -3.18880], [-2.91450, 1.80650, -4.35730], [-2.45200, 0.55190, -4.01080], [-3.92650, -2.00290, -2.11010], [-4.69320, -2.94480, -1.45120], [-4.07870, -3.19610, -0.18020], [-2.95770, -2.39480, -0.09210], [1.50820, -1.74020, -3.72310], [0.68570, -0.15460, -3.76830], [-1.10950, -1.90630, -3.79730], [-0.40940, -2.70990, -2.36740], [1.67760, 2.39520, -0.97550], [3.37150, 4.03260, -2.40340], [4.82830, 2.37590, -4.02990], [3.95770, -0.17290, -3.50320], [3.76280, -0.77570, 0.44890], [5.01850, -3.20330, 0.68420], [4.07880, -4.74740, -1.37730], [2.31030, -3.18890, -2.75510], [-2.12080, 2.08660, -1.11590], [-3.13040, 3.68700, -3.11550], [-3.25910, 2.10470, -5.35130], [-2.33850, -0.35250, -4.60780], [-4.05870, -1.51500, -3.07630], [-5.61390, -3.39400, -1.83200], [-4.43430, -3.87860, 0.59520], [-2.21300, -2.25650, 0.69340], [1.45450, -1.95840, 3.86370], [-0.39090, -1.56470, 3.87050], [-1.06470, -3.25110, 4.38730], [-0.59370, -0.36690, 5.29430], [-1.19850, -0.77650, 2.40660], [-2.55950, -0.35060, 2.46140], [-3.52150, -0.97430, 3.27940], [-4.84660, -0.53480, 3.30660], [-5.22480, 0.55630, 2.52400], [-4.28210, 1.19520, 1.71280], [-2.95930, 0.73630, 1.67110], [1.69200, -2.52080, 4.79030], [2.08190, -1.04970, 3.93250], [1.72060, -2.58960, 2.99130], [-0.45270, -3.60180, 5.24550], [-2.10230, -3.25070, 4.75170], [-0.94910, -3.96970, 3.55430], [-0.09500, 0.59160, 5.03250], [-1.67000, -0.17540, 5.47990], [-0.12560, -0.78040, 6.21080], [-3.28750, -1.81390, 3.88600], [-5.57280, -1.03860, 3.92570], [-6.24850, 0.90880, 2.55150], [-4.57550, 2.04900, 1.11540], [-2.24150, 1.24350, 1.05070]], "mulliken_charge": [2.59, -0.33, -0.30, -0.40, -0.94, -0.25, -0.45, -0.52, -0.88, -1.96, 0.32, 0.52, 0.36, 0.05, 0.41, 0.34, 0.37, 0.37, 0.33, 0.31, 0.38, 0.31, 0.43, 0.52, 0.12, -1.02, -0.75, 0.57, 0.67, 0.71, 0.74, -1.21, -0.86, -0.39, -0.62, -0.72, -0.40, -0.45, -0.62, -0.71, -0.30, -0.32, -1.00, -0.27, -0.46, -0.29, -0.65, -0.63, -0.73, 0.67, 0.37, 0.62, 0.31, 0.37, 0.43, 0.43, 0.47, 0.37, 0.43, 0.42, 0.36, 0.39, 0.41, 0.36, 0.48, 0.39, 0.41, 0.44, 0.54, -1.30, 0.20, -1.21, -1.00, 0.15, -0.33, 0.17, -0.78, -0.59, -0.76, -0.08, 0.36, 0.35, 0.28, 0.34, 0.44, 0.29, 0.24, 0.32, 0.36, 0.20, 0.42, 0.37, 0.40, 0.52]}

=====

Entry 3:
{"formula": "C28H40F6N2O20", "method": "wB97M-V/def2-TZVPD", "e_homo_ha": -0.3603, "homo_lumo_gap_ev": 10.1, "smiles": "O=C1OC[C@@H](F)O1.O=C1OC[C@@H](F)O1.O=C1OC[C@@H](F)O1.O=C1OC[C@@H](F)O1.O=C1OC[C@@H](F)O1.O=C1OC[C@@H](F)O1.CCCC#N.CCCC#N.CO.CO", "e_tot_ev": -89919.14660, "largest_force_ev_per_a": 4.60, "species": ["O", "C", "O", "C", "C", "F", "O", "H", "H", "H", "O", "C", "O", "C", "C", "F", "O", "H", "H", "H", "O", "C", "O", "C", "C", "F", "O", "H", "H", "H", "O", "C", "O", "C", "C", "F", "O", "H", "H", "H", "O", "C", "O", "C", "C", "F", "O", "H", "H", "H", "O", "C", "O", "C", "C", "F", "O", "H", "H", "H", "C", "C", "C", "C", "N", "H", "H", "H", "H", "H", "H", "H", "C", "C", "C", "C", "N", "H", "H", "H", "H", "H", "H", "H", "C", "O", "H", "H", "H", "H", "C", "O", "H", "H", "H", "H"], "coordinates": [[15.08117, -15.15240, -8.26237], [14.81627, -14.59231, -9.26446], [15.62451, -14.51890, -10.32461], [15.11523, -13.48120, -11.17332], [13.69130, -13.32777, -10.73028], [12.83138, -14.05703, -11.54038], [13.68538, -13.86148, -9.46018], [15.73707, -12.62829, -10.96329], [15.22292, -13.76751, -12.24416], [13.33317, -12.28721, -10.71476], [7.69476, -8.56100, -9.11973], [8.18634, -9.43532, -8.55337], [7.86984, -9.91350, -7.32379], [9.00359, -10.63323, -6.78617], [9.54539, -11.23902, -8.09757], [8.75094, -12.33386, -8.50109], [9.27187, -10.16115, -8.92869], [9.74545, -9.98970, -6.25665], [8.71230, -11.39593, -6.10499], [10.60463, -11.45272, -8.06521], [8.90037, -18.57729, -7.83301], [8.29911, -17.55776, -7.99413], [6.97253, -17.47395, -8.17418], [6.54509, -16.08822, -8.18304], [7.83875, -15.34353, -7.94937], [7.88751, -14.84070, -6.69425], [8.86196, -16.29839, -8.02788], [5.91772, -15.96482, -9.08629], [5.93473, -15.91906, -7.31785], [7.94312, -14.41728, -8.57295], [12.21377, -10.46818, -10.37282], [11.48914, -9.94399, -11.16531], [11.16164, -8.69642, -11.29496], [10.14914, -8.58770, -12.30783], [10.22605, -9.86491, -13.08031], [10.98031, -9.88716, -14.21805], [10.74632, -10.70692, -12.12993], [9.16728, -8.65754, -11.90938], [10.34066, -7.69463, -12.87934], [9.29691, -10.32565, -13.40307], [15.49113, -19.54764, -8.46240], [14.48137, -19.00072, -8.55400], [13.74222, -18.61837, -7.49542], [12.55192, -17.92119, -7.86339], [12.71175, -17.85623, -9.41324], [12.83146, -16.58940, -9.88150], [13.86687, -18.61405, -9.73790], [11.70538, -18.56828, -7.61057], [12.47944, -16.88448, -7.43636], [11.86449, -18.34753, -9.96263], [5.38454, -15.10294, -11.43572], [5.04209, -13.99571, -11.19877], [4.38028, -13.15924, -12.04668], [4.47919, -11.83738, -11.59086], [5.17449, -11.88900, -10.24073], [4.44498, -11.68823, -9.13744], [5.54734, -13.26305, -10.12111], [5.12762, -11.14065, -12.25249], [3.50687, -11.37621, -11.53305], [6.08453, -11.27965, -10.19115], [9.79523, -15.60503, -11.22050], [9.42439, -14.94607, -12.55708], [9.82287, -13.44177, -12.65817], [8.80259, -12.57581, -12.02801], [7.97318, -11.87024, -11.63060], [9.31223, -15.08202, -10.42253], [10.85264, -15.63592, -10.99976], [9.44264, -16.62817, -11.08799], [8.31299, -14.98907, -12.54900], [9.67476, -15.49068, -13.44011], [9.82220, -13.15368, -13.73590], [10.81630, -13.27929, -12.21015], [14.37434, -16.56218, -14.59873], [14.30565, -18.00105, -14.08588], [13.25704, -18.12535, -12.88780], [11.92659, -17.96605, -13.38797], [10.94633, -17.71710, -13.92720], [14.90096, -16.40817, -15.54247], [14.84982, -15.86744, -13.84997], [13.39520, -16.22122, -14.72001], [15.28302, -18.36544, -13.77845], [14.00439, -18.73465, -14.88203], [13.38932, -17.34670, -12.13650], [13.29693, -19.05185, -12.34283], [7.34286, -18.40307, -15.12902], [8.04758, -17.25868, -14.67239], [7.83519, -19.27383, -14.63993], [6.29467, -18.27055, -14.76052], [7.30616, -18.49370, -16.18961], [9.02891, -17.37549, -14.69170], [6.70596, -12.94499, -14.46980], [7.85499, -12.19572, -14.96154], [7.06534, -13.76754, -13.82888], [6.06185, -12.26076, -13.94914], [5.99188, -13.30236, -15.23686], [8.22592, -12.65935, -15.73054]], "mulliken_charge": [-0.54, 0.62, -0.35, -0.46, 1.04, -0.20, -0.31, 0.33, 0.23, -0.30, -0.47, 0.52, -0.41, -0.57, 0.31, -0.27, -0.13, 0.28, 0.37, 0.33, -0.53, 0.62, -0.37, -0.22, 1.39, -0.36, -0.37, 0.11, 0.29, -0.48, -0.60, 0.60, -0.37, -0.62, 0.62, -0.39, -0.09, 0.25, 0.41, 0.07, -0.48, 0.49, -0.37, -0.11, 0.30, -0.24, -0.37, 0.27, 0.24, 0.22, -0.46, 0.58, -0.38, -0.42, 0.98, -0.35, -0.22, 0.20, 0.40, -0.30, -0.80, 0.21, 0.43, -0.43, -0.22, -0.23, -0.11, 0.65, -0.25, 0.38, 0.43, -0.07, -0.87, -0.61, 0.22, 0.27, -0.47, 0.40, 0.04, 0.30, 0.37, 0.33, -0.42, 0.37, -0.60, -0.46, 0.27, 0.17, 0.27, 0.45, -0.10, -0.51, 0.08, -0.15, 0.44, 0.29]}

=====

Entry 4:
{"formula": "C2H3N3", "method": "wB97M-V/def2-TZVPD", "e_homo_ha": -0.3896, "homo_lumo_gap_ev": 10.6, "smiles": "C/N=N/C#N", "relative_energy_kj_mol": 329.9, "e_tot_ev": -6589.15634, "largest_force_ev_per_a": 4.05, "species": ["C", "N", "N", "C", "N", "H", "H", "H"], "coordinates": [[-1.39355, 0.01268, -0.05092], [0.02792, 0.24575, -0.16322], [0.74870, -0.60375, 0.30111], [2.36965, -0.06624, 0.07708], [3.45519, 0.26171, -0.16989], [-1.72260, 0.63802, 0.65955], [-1.71509, -0.92968, 0.35486], [-1.77023, 0.44151, -1.00857]], "mulliken_charge": [-0.67, 0.08, -0.21, 0.23, -0.36, 0.32, 0.37, 0.26]}

=====

Entry 5:
{"formula": "C5H2O", "method": "wB97M-V/def2-TZVPD", "e_homo_ha": [-0.3499, -0.3499], "homo_lumo_gap_ev": [8.5, 8.5], "relative_energy_kj_mol": 300.3, "e_tot_ev": -7257.39566, "largest_force_ev_per_a": 0.72, "species": ["O", "C", "C", "C", "C", "C", "H", "H"], "coordinates": [[-1.59926, -1.41637, 0.13368], [-1.40925, -0.28232, 0.50105], [-0.04641, 0.28116, 0.51672], [0.51507, 1.54742, 0.22658], [1.18137, 0.60752, -0.76771], [1.18956, -0.34770, 0.22962], [-2.21356, 0.38806, 0.85040], [1.80633, -1.15299, 0.62523]], "mulliken_charge": [-0.43, -0.09, 0.49, -0.26, -0.48, 0.09, 0.34, 0.34]}

=====

Entry 6:
{"formula": "C17H39BBrCaCl2CsF2ILiN7O15P3", "method": "wB97M-V/def2-TZVPD", "e_homo_ha": -0.1801, "homo_lumo_gap_ev": 1.9, "relative_energy_kj_mol": 0.0, "e_tot_ev": -215744.74468, "largest_force_ev_per_a": 12.29, "species": ["C", "C", "O", "P", "O", "C", "C", "C", "C", "O", "Br", "O", "C", "F", "C", "C", "O", "I", "C", "N", "P", "N", "O", "B", "N", "O", "P", "N", "O", "O", "C", "C", "H", "H", "H", "H", "H", "H", "H", "H", "H", "H", "H", "H", "H", "H", "H", "H", "H", "H", "H", "H", "H", "H", "H", "H", "H", "H", "H", "H", "H", "Li", "O", "H", "Ca", "C", "O", "N", "N", "H", "H", "H", "H", "O", "Cl", "O", "O", "O", "N", "C", "C", "C", "C", "H", "H", "H", "H", "H", "F", "Cs", "Cl"], "coordinates": [[0.56769, 7.62876, 2.46907], [0.08146, 6.24782, 2.84514], [-1.22246, 5.92790, 2.30825], [-1.32835, 5.78850, 0.72603], [-1.75827, 7.06997, 0.14575], [-2.58424, 4.52488, 0.42127], [-2.50023, 4.17086, -1.06645], [-1.48953, 3.03904, -1.31332], [-2.09445, 1.64793, -1.28696], [-3.29707, 1.58015, -0.61309], [-2.54049, 1.22169, -3.20057], [-1.18294, 0.63039, -0.92529], [-1.02303, 0.36614, 0.43525], [-1.18805, 1.45305, 1.23834], [-2.02469, -0.75598, 0.86046], [-3.14289, -0.31120, 1.75435], [-3.11690, 0.16387, 2.80551], [-5.23661, -0.71336, 0.91984], [0.47224, -0.12185, 0.63939], [0.73438, -1.12653, -0.40963], [2.31920, -1.66686, -0.70822], [3.30464, -1.43397, 0.61371], [2.93461, -0.59547, -1.84414], [1.32019, 1.25422, 0.45604], [1.48167, 1.84587, -0.79510], [1.86413, 1.88636, 1.54809], [0.79182, -0.73691, 2.42644], [0.54629, -2.44857, 2.32456], [-0.46344, -0.19333, 3.34064], [0.03724, 5.23876, 0.16903], [0.63542, 5.89883, -0.99540], [1.50385, 4.87472, -1.67730], [0.61544, 7.77329, 1.39736], [1.57660, 7.75378, 2.84831], [-0.09690, 8.35875, 2.91450], [0.81477, 5.48163, 2.61662], [-0.04064, 6.23768, 3.92388], [-3.54003, 4.93515, 0.72331], [-2.37460, 3.67636, 1.06994], [-2.09004, 5.03671, -1.57863], [-3.46383, 3.98158, -1.52519], [-0.76366, 3.11753, -0.51634], [-1.00109, 3.22350, -2.25644], [-3.82542, 0.91657, -1.06879], [-1.54091, -1.60274, 1.33749], [-2.46550, -1.13210, -0.05470], [0.08641, -1.90512, -0.40140], [3.99772, -2.16881, 0.64851], [3.75741, -0.52661, 0.63307], [3.83995, -1.04758, -2.12300], [1.18725, 1.28801, -1.58331], [2.37132, 2.29556, -0.95860], [1.19149, 2.12738, 2.19131], [-0.04144, -2.77037, 3.08515], [0.18775, -2.77493, 1.43589], [-0.18172, -0.11445, 4.25483], [1.26911, 6.72739, -0.70618], [-0.11386, 6.23403, -1.70139], [2.29438, 5.33651, -2.25718], [0.90946, 4.23614, -2.33477], [1.97703, 4.24678, -0.94276], [-6.86537, -0.88876, 2.87969], [4.26838, 5.96016, -0.98550], [4.63980, 5.48831, -0.22799], [4.39088, 0.73634, -2.82162], [-0.79520, -6.94726, 2.90528], [-0.61234, -8.10217, 2.53260], [-1.69947, -6.54648, 3.80083], [-0.01750, -5.91032, 2.37125], [-1.80108, -5.59544, 4.08380], [-2.27314, -7.23888, 4.25232], [0.67075, -6.17199, 1.69441], [-0.11492, -4.95182, 2.63344], [2.03743, -12.18866, 1.27772], [1.17305, -10.84617, 1.54595], [0.83948, -10.88291, 2.90284], [0.06334, -10.90068, 0.68299], [2.07731, -9.81597, 1.22584], [1.55284, -2.95686, -5.75372], [0.97933, -2.46476, -4.60916], [-0.03840, -1.62056, -4.95992], [-0.08484, -1.59985, -6.37840], [0.90205, -2.43050, -6.83538], [2.32792, -3.59714, -5.79586], [1.34682, -2.76673, -3.64224], [-0.67692, -1.07732, -4.28080], [-0.76658, -1.03792, -6.99270], [1.19739, -2.69182, -7.83634], [-2.17894, -6.56436, 6.08721], [1.03259, -4.12075, -2.79975], [1.48773, -13.56608, 0.36003]], "mulliken_charge": [-1.07, -0.11, -0.35, 0.27, -0.79, -0.13, -1.79, 0.37, -0.07, -0.34, -0.15, 0.12, 0.38, -0.41, -0.75, -0.09, -0.28, -0.32, -0.22, 0.50, -0.52, -0.43, 0.12, -0.25, 0.54, -0.74, -0.23, -0.40, -0.39, 0.19, -0.32, -0.94, 0.25, 0.39, 0.31, 0.11, 0.43, 0.49, -0.07, 0.57, 0.48, -0.40, 0.68, 0.51, 0.15, 0.83, 0.47, 0.26, 0.22, 0.07, 0.00, 0.26, 0.22, 0.28, 0.33, 0.37, 0.42, 0.33, 0.51, 0.26, -0.02, 0.82, -1.01, 0.10, 0.09, 0.47, -0.67, -0.23, -0.27, 0.10, 0.23, 0.14, 0.17, -0.32, 1.68, -0.44, -0.53, -0.50, 0.16, -2.86, 0.38, -0.90, -0.36, 0.16, 2.35, 0.33, 0.39, 0.43, -0.93, 0.85, 0.11]}

=====

Q: Which formula does entry 4 have?
A: C2H3N3